Computed, not measured: a structure of composition C33H41CdFGeN7O5S, with the ωB97M-V functional and the def2-TZVPD basis.

Structure (ORCA input):
```
! RIJCOSX wB97M-V def2-TZVPD def2/J DEFGRID3
* xyz -1 1
Cd 0.261 -0.438 -1.090
C 0.148 0.553 -4.667
C 0.220 -0.938 -4.547
C -0.281 -1.751 -5.595
C -0.234 -3.103 -5.467
C 0.319 -3.687 -4.302
C 0.376 -5.085 -4.109
C 0.928 -5.578 -2.957
C 1.449 -4.712 -1.982
C 1.418 -3.337 -2.125
S 2.091 -2.284 -0.915
C 0.821 -2.808 -3.315
N 0.750 -1.452 -3.467
H 0.652 0.896 -5.574
H 0.592 1.033 -3.795
H -0.897 0.859 -4.711
H -0.704 -1.283 -6.475
H -0.613 -3.753 -6.248
H -0.018 -5.744 -4.874
H 0.953 -6.648 -2.789
H 1.874 -5.114 -1.071
C -1.903 -1.262 6.660
C -2.530 -0.164 5.803
C -2.675 1.162 6.540
C -1.311 1.752 6.873
C -0.417 1.767 5.658
C 0.655 2.633 5.583
C 1.470 2.639 4.460
F 2.499 3.519 4.433
C 1.262 1.795 3.404
C 0.194 0.898 3.467
C 0.010 -0.067 2.346
O 0.904 -0.209 1.524
C -1.277 -0.755 2.359
C -2.044 -0.678 3.470
N -1.749 0.040 4.586
C -0.656 0.896 4.579
C -1.851 -1.560 1.196
O -3.085 -1.791 1.261
O -1.064 -1.945 0.305
H -2.483 -1.422 7.572
H -0.879 -1.007 6.934
H -1.875 -2.198 6.100
H -3.520 -0.494 5.483
H -3.266 1.012 7.445
H -3.222 1.854 5.895
H -0.836 1.173 7.671
H -1.428 2.768 7.253
H 0.857 3.326 6.391
H 1.894 1.816 2.523
H -2.980 -1.222 3.492
C 0.669 3.756 -2.375
Ge -1.015 2.941 -1.779
C -2.151 2.602 -3.359
C -1.973 4.358 -0.771
C -0.634 1.478 -0.571
H 0.496 4.552 -3.104
H 1.324 3.000 -2.808
H 1.186 4.177 -1.510
H -3.038 3.238 -3.326
H -2.463 1.558 -3.401
H -1.600 2.838 -4.272
H -2.037 5.282 -1.353
H -1.448 4.574 0.161
H -2.990 4.042 -0.525
H -1.520 1.250 0.032
H 0.132 1.879 0.101
C 5.508 -1.228 -1.388
N 4.702 -0.029 -1.301
C 4.495 0.673 -0.050
C 3.218 1.466 -0.353
O 2.745 2.296 0.391
N 2.730 1.066 -1.575
C 3.585 0.179 -2.046
N 3.421 -0.422 -3.246
H 6.339 -1.138 -0.691
H 5.925 -1.334 -2.391
H 4.923 -2.120 -1.138
H 5.328 1.331 0.198
H 4.300 -0.012 0.780
H 2.442 -0.488 -3.504
H 3.886 -1.312 -3.336
N -3.210 -2.483 -1.782
C -2.978 -1.156 -2.041
N -3.724 -0.274 -1.301
O -2.199 -0.776 -2.911
H -3.390 -2.665 -0.800
H -2.462 -3.057 -2.142
H -3.970 -0.609 -0.377
H -3.351 0.662 -1.323
*
```

Results
LUMO in eV: 2.342
HOMO energy in eV: -4.5
Orbital gap in Eh: 0.2524
Calculated total energy in eV: -130194.99735
F_max in eV Å⁻¹: 0.48

=====

Computed, not measured: an isolated molecule of C33H41N5O4, with the ωB97M-V functional and the def2-TZVPD basis.

Structure (ORCA input):
```
! RIJCOSX wB97M-V def2-TZVPD def2/J DEFGRID3
* xyz 0 1
C -0.254 -3.525 1.932
C 0.236 -2.561 0.918
C -0.349 -1.405 0.462
N -1.562 -0.813 0.861
C -1.611 0.026 1.920
O -2.611 0.632 2.246
C -0.328 0.158 2.754
N 0.799 0.724 2.052
C 1.999 0.107 1.993
O 2.182 -1.017 2.438
C 3.096 0.894 1.363
C 4.360 0.822 1.941
C 5.423 1.503 1.381
C 5.238 2.246 0.227
C 3.986 2.307 -0.362
C 2.913 1.642 0.204
C -2.781 -0.996 0.040
C -3.312 0.393 -0.398
O -4.496 0.653 -0.458
N -2.343 1.240 -0.775
C -2.628 2.558 -1.319
C -1.319 3.212 -1.758
C -0.443 3.551 -0.554
C -1.184 4.449 0.429
C -2.474 3.778 0.890
C -3.359 3.446 -0.305
C -2.452 -1.798 -1.226
C -3.718 -2.135 -2.009
C -4.655 -2.976 -1.150
C -5.044 -2.187 0.094
C -3.811 -1.762 0.886
C 0.531 -0.815 -0.504
O 0.413 0.230 -1.142
N 1.611 -1.682 -0.587
C 2.850 -1.348 -1.157
C 2.865 -0.813 -2.441
C 4.063 -0.411 -3.000
C 5.247 -0.552 -2.295
C 5.228 -1.083 -1.016
C 4.035 -1.474 -0.438
N 1.421 -2.724 0.295
C 2.285 -3.863 0.380
H 0.477 -3.620 2.734
H -0.413 -4.510 1.494
H -1.193 -3.168 2.346
H -0.588 0.792 3.610
H -0.012 -0.823 3.117
H 0.704 1.661 1.691
H 4.491 0.228 2.833
H 6.399 1.450 1.841
H 6.070 2.770 -0.218
H 3.842 2.872 -1.271
H 1.955 1.664 -0.291
H -1.377 0.930 -0.825
H -3.288 2.426 -2.191
H -0.778 2.538 -2.424
H -1.552 4.125 -2.310
H -0.164 2.622 -0.054
H 0.475 4.036 -0.894
H -0.545 4.671 1.288
H -1.424 5.397 -0.060
H -2.252 2.858 1.433
H -3.015 4.439 1.570
H -4.256 2.927 0.030
H -3.660 4.365 -0.812
H -1.765 -1.231 -1.858
H -1.962 -2.733 -0.938
H -4.227 -1.215 -2.299
H -3.445 -2.675 -2.918
H -5.549 -3.238 -1.719
H -4.154 -3.906 -0.864
H -5.592 -1.294 -0.202
H -5.687 -2.790 0.738
H -4.117 -1.127 1.717
H -3.315 -2.651 1.290
H 1.937 -0.697 -2.978
H 4.072 0.012 -3.993
H 6.181 -0.241 -2.737
H 6.145 -1.179 -0.456
H 4.017 -1.836 0.577
H 2.857 -3.844 1.311
H 2.971 -3.860 -0.464
H 1.691 -4.778 0.350
*
```

Results
LUMO in eV: 0.456
HOMO energy in eV: -8.3
Orbital gap in Eh: 0.3209
Calculated total energy in eV: -50529.92593
F_max in eV Å⁻¹: 0.80
SMILES string: Cc1c(N(C(=O)CNC(=O)c2ccccc2)C2(C(=O)NC3CCCCC3)CCCCC2)c(=O)n(-c2ccccc2)n1C

=====

Computed, not measured: a structure of composition C33H41NO10P4S3W in a non-equilibrium geometry, with the ωB97M-V functional and the def2-TZVPD basis.

Structure (ORCA input):
```
! RIJCOSX wB97M-V def2-TZVPD def2/J DEFGRID3
* xyz 0 3
W -1.236 -0.128 0.079
S -1.767 1.297 -1.612
P 0.854 1.573 -1.567
C 0.766 0.796 -0.077
P 0.740 1.517 1.454
S -1.213 1.905 1.735
C 1.308 0.337 2.721
C 0.729 0.326 3.986
C 1.200 -0.545 4.959
C 2.254 -1.406 4.667
C 2.818 -1.412 3.396
C 2.339 -0.545 2.422
C 1.806 2.958 1.734
C 1.273 4.138 2.237
C 2.100 5.232 2.459
C 3.452 5.146 2.167
C 3.986 3.968 1.658
C 3.167 2.872 1.448
C 1.968 2.999 -1.687
C 1.488 4.243 -1.277
C 2.307 5.360 -1.329
C 3.607 5.245 -1.803
C 4.088 4.013 -2.225
C 3.271 2.892 -2.174
C 1.430 0.425 -2.832
C 1.277 0.739 -4.179
C 1.670 -0.165 -5.154
C 2.217 -1.388 -4.784
C 2.379 -1.700 -3.440
C 1.986 -0.796 -2.462
H -0.113 0.975 4.192
H 0.743 -0.556 5.940
H 2.633 -2.077 5.429
H 3.618 -2.101 3.161
H 2.736 -0.575 1.414
H 0.210 4.194 2.441
H 1.687 6.151 2.856
H 4.096 6.001 2.332
H 5.041 3.909 1.421
H 3.578 1.952 1.047
H 0.468 4.325 -0.918
H 1.930 6.321 -1.003
H 4.244 6.119 -1.847
H 5.100 3.924 -2.598
H 3.647 1.933 -2.506
H 0.833 1.687 -4.464
H 1.541 0.078 -6.201
H 2.517 -2.097 -5.545
H 2.807 -2.653 -3.151
H 2.072 -1.035 -1.409
N -0.112 -3.401 3.338
C -0.987 -3.488 2.093
C -1.622 -4.870 2.052
P -2.247 -2.170 2.522
O -3.570 -2.550 1.772
O -2.384 -2.333 3.994
O -1.654 -0.864 2.013
P 0.099 -3.201 0.622
O 1.518 -3.651 1.305
O -0.177 -4.117 -0.502
O 0.214 -1.700 0.429
H -0.788 -3.203 4.106
H 0.544 -2.612 3.295
H 0.439 -4.247 3.459
H -2.244 -5.034 2.936
H -0.856 -5.647 1.986
H -2.249 -4.952 1.168
H -3.497 -2.289 0.825
H 1.964 -4.226 0.670
C -2.913 -1.434 -4.004
C -2.172 -2.160 -2.890
C -2.017 -3.644 -3.196
O -0.911 -1.544 -2.686
C -2.944 -2.022 -1.571
O -4.159 -2.087 -1.531
O -2.209 -1.916 -0.479
H -2.378 -1.576 -4.945
H -2.964 -0.367 -3.788
H -3.927 -1.823 -4.096
H -1.469 -3.755 -4.136
H -2.996 -4.111 -3.310
H -1.473 -4.141 -2.393
H -0.199 -2.148 -2.918
C -5.914 -0.028 0.298
S -4.463 0.730 -0.395
C -4.725 2.399 0.177
O -3.382 0.203 0.568
H -5.864 0.043 1.384
H -5.894 -1.068 -0.021
H -6.788 0.485 -0.103
H -5.597 2.812 -0.330
H -3.829 2.958 -0.087
H -4.855 2.377 1.258
*
```

Results
LUMO (spin up / spin down) in eV: -0.406 / -0.678
HOMO energy (spin up / spin down) in eV: -6.0 / -7.2
Orbital gap (spin up / spin down) in Eh: 0.2043 / 0.2406
Calculated total energy in eV: -128345.71412
F_max in eV Å⁻¹: 1.08

=====

Computed, not measured: a structure of composition C33H42As2MnNSSi2Te, with the ωB97M-V functional and the def2-TZVPD basis.

Structure (ORCA input):
```
! RIJCOSX wB97M-V def2-TZVPD def2/J DEFGRID3
* xyz 0 5
Mn 0.739 -0.395 0.063
C 2.714 0.788 3.313
As 1.702 1.405 1.770
C 3.045 2.603 1.008
C 0.506 2.741 2.541
C 0.828 3.364 3.744
C -0.028 4.296 4.309
C -1.217 4.617 3.671
C -1.539 4.005 2.470
C -0.690 3.063 1.894
As -1.155 2.206 0.191
C -1.433 3.841 -0.856
C -3.037 1.792 0.512
H 3.222 1.613 3.810
H 3.460 0.082 2.946
H 2.065 0.272 4.017
H 3.322 3.353 1.748
H 2.640 3.097 0.125
H 3.923 2.022 0.730
H 1.749 3.118 4.257
H 0.231 4.767 5.249
H -1.892 5.342 4.107
H -2.470 4.264 1.981
H -0.471 4.302 -1.077
H -2.061 4.548 -0.316
H -1.915 3.578 -1.797
H -3.571 2.650 0.918
H -3.126 0.941 1.184
H -3.481 1.510 -0.444
C -1.516 -1.537 -2.758
Si -0.998 -1.926 -0.974
C -0.293 -3.674 -1.042
C -2.614 -1.993 0.005
C -3.849 -2.375 -0.524
C -4.983 -2.407 0.275
C -4.892 -2.073 1.621
C -3.667 -1.706 2.160
C -2.524 -1.654 1.361
Si -0.793 -1.180 1.964
C -1.107 -0.020 3.433
C -0.036 -2.728 2.731
H -2.074 -2.400 -3.137
H -0.670 -1.378 -3.429
H -2.180 -0.674 -2.821
H -1.054 -4.360 -1.425
H 0.005 -4.018 -0.049
H 0.585 -3.737 -1.686
H -3.938 -2.638 -1.573
H -5.939 -2.690 -0.149
H -5.776 -2.098 2.246
H -3.613 -1.445 3.212
H -1.673 -0.591 4.176
H -1.697 0.862 3.175
H -0.198 0.327 3.926
H -0.738 -3.134 3.466
H 0.914 -2.518 3.223
H 0.156 -3.492 1.977
Te 3.094 -1.842 0.693
C 3.151 -3.234 -0.904
C 3.153 -4.599 -0.627
C 3.152 -5.534 -1.652
C 3.149 -5.122 -2.978
C 3.158 -3.765 -3.266
C 3.162 -2.832 -2.238
H 3.141 -4.933 0.403
H 3.144 -6.590 -1.413
H 3.142 -5.851 -3.778
H 3.156 -3.428 -4.296
H 3.158 -1.777 -2.484
S 3.613 1.741 -3.054
C 2.947 0.801 -1.786
N 1.653 0.716 -1.735
C 1.084 1.447 -2.782
C -0.277 1.553 -3.064
C -0.676 2.294 -4.154
C 0.260 2.942 -4.971
C 1.610 2.845 -4.709
C 2.011 2.088 -3.610
H 3.578 0.284 -1.069
H -0.989 1.041 -2.435
H -1.730 2.371 -4.389
H -0.081 3.520 -5.819
H 2.338 3.336 -5.341
*
```

Results
LUMO (spin up / spin down) in eV: 0.103 / 0.064
HOMO energy (spin up / spin down) in eV: -6.5 / -6.8
Orbital gap (spin up / spin down) in Eh: 0.2425 / 0.2535
Calculated total energy in eV: -223275.11686
F_max in eV Å⁻¹: 0.13